51
Properties=species:S:1:pos:R:3 method="wB97M-V/def2-TZVPD" e_lumo_ev="-0.569 / -1.670" gap_ev="4.69 / 5.62" s_squared=2.05 total_charge=0 multiplicity=3 total_energy_ev=-60376.49910
Pt 0.172 0.411 -0.026
Cl -4.005 -2.593 5.091
C -2.811 -2.242 3.878
C -1.477 -2.557 4.118
C -0.537 -2.291 3.145
C -0.880 -1.731 1.894
O 0.030 -1.625 0.970
C -2.250 -1.346 1.699
C -2.680 -0.623 0.543
N -1.857 -0.054 -0.326
C -2.245 0.491 -1.524
C -3.542 0.814 -1.922
C -3.772 1.342 -3.194
C -2.756 1.514 -4.106
C -1.434 1.149 -3.765
C -0.333 1.238 -4.637
C 0.916 0.846 -4.210
C 1.085 0.387 -2.909
N 0.069 0.317 -2.055
C -1.184 0.670 -2.458
C -3.191 -1.646 2.695
H -1.189 -2.997 5.063
H 0.503 -2.550 3.301
H -3.755 -0.533 0.399
H -4.366 0.685 -1.235
H -4.781 1.627 -3.464
H -2.956 1.930 -5.085
H -0.487 1.600 -5.646
H 1.775 0.886 -4.865
H 2.044 0.051 -2.539
H -4.235 -1.403 2.534
C -1.884 2.082 2.167
C -0.724 1.366 2.781
C -0.671 1.197 4.178
C 0.450 0.696 4.770
C 1.596 0.440 3.986
C 2.846 0.091 4.537
C 3.942 -0.028 3.726
C 3.832 0.174 2.342
C 2.616 0.469 1.766
S 2.460 0.755 0.050
C 1.474 0.608 2.589
N 0.292 0.993 2.010
H -2.312 2.769 2.896
H -2.665 1.387 1.865
H -1.562 2.636 1.286
H -1.536 1.479 4.762
H 0.491 0.543 5.842
H 2.922 -0.063 5.606
H 4.909 -0.263 4.151
H 4.705 0.098 1.706